This record from the Open Molecules 2025 dataset describes 7 unconnected molecules or ions with the total composition C41H55N8O in a non-equilibrium geometry. The level of theory is the ωB97M-V functional and the def2-TZVPD basis.

Total energy ... -57368.7308 eV
Total charge ... +1

Cartesian coordinates (Å):
C (3.16, 1.28, 0.22)
C (3.26, 2.82, 0.00)
C (2.12, 3.20, -1.02)
C (0.70, 3.11, -0.36)
O (-0.03, 2.00, -0.90)
C (-1.43, 2.18, -0.79)
C (-1.96, 0.83, -1.47)
C (-2.72, 0.01, -0.33)
N (-2.24, 0.60, 0.94)
C (-0.95, 0.12, 1.57)
N (-0.65, -1.29, 1.40)
C (0.38, -1.55, 0.38)
C (-2.12, 2.06, 0.60)
C (-1.79, 3.05, 1.75)
H (4.07, 0.92, 0.74)
H (3.06, 0.72, -0.73)
H (2.29, 0.98, 0.85)
H (4.26, 3.04, -0.41)
H (3.09, 3.32, 0.97)
H (2.33, 4.23, -1.36)
H (2.17, 2.53, -1.89)
H (0.89, 2.93, 0.73)
H (0.16, 4.07, -0.45)
H (-1.79, 2.95, -1.49)
H (-2.75, 0.95, -2.23)
H (-1.16, 0.12, -1.75)
H (-3.79, 0.32, -0.34)
H (-2.81, -1.08, -0.43)
H (-2.89, 0.61, 1.73)
H (-0.06, 0.69, 1.25)
H (-1.06, 0.29, 2.66)
H (-1.48, -1.86, 1.28)
H (0.44, -0.73, -0.38)
H (0.31, -2.53, -0.11)
H (1.36, -1.52, 0.90)
H (-3.19, 2.33, 0.37)
H (-0.90, 2.77, 2.35)
H (-1.56, 4.03, 1.28)
H (-2.67, 3.24, 2.40)
N (3.71, -0.82, -3.11)
C (2.84, -1.77, -2.75)
C (3.20, -3.04, -2.33)
C (4.55, -3.35, -2.27)
C (5.48, -2.38, -2.63)
C (5.01, -1.14, -3.04)
H (1.80, -1.48, -2.82)
H (2.45, -3.76, -2.05)
H (4.88, -4.33, -1.94)
H (6.54, -2.59, -2.60)
H (5.70, -0.35, -3.32)
N (-3.24, 0.96, -6.95)
C (-4.34, 1.71, -6.94)
C (-4.53, 2.79, -6.09)
C (-3.53, 3.10, -5.19)
C (-2.37, 2.32, -5.18)
C (-2.28, 1.27, -6.08)
H (-5.10, 1.43, -7.66)
H (-5.45, 3.36, -6.12)
H (-3.64, 3.93, -4.50)
H (-1.57, 2.53, -4.49)
H (-1.40, 0.64, -6.11)
N (7.76, -3.38, -5.42)
C (6.89, -4.34, -5.07)
C (7.27, -5.61, -4.65)
C (8.62, -5.91, -4.59)
C (9.54, -4.93, -4.95)
C (9.06, -3.69, -5.35)
H (5.85, -4.06, -5.14)
H (6.52, -6.34, -4.38)
H (8.95, -6.89, -4.27)
H (10.60, -5.13, -4.92)
H (9.74, -2.90, -5.64)
N (0.06, -3.54, 7.04)
C (0.96, -3.20, 6.10)
C (0.63, -2.61, 4.89)
C (-0.71, -2.36, 4.63)
C (-1.66, -2.71, 5.58)
C (-1.22, -3.29, 6.76)
H (1.99, -3.41, 6.35)
H (1.39, -2.35, 4.17)
H (-1.01, -1.91, 3.70)
H (-2.71, -2.54, 5.41)
H (-1.92, -3.58, 7.54)
N (-1.27, 1.59, 6.60)
C (-0.49, 0.51, 6.70)
C (-0.19, -0.11, 7.90)
C (-0.73, 0.42, 9.07)
C (-1.54, 1.54, 8.99)
C (-1.78, 2.08, 7.73)
H (-0.09, 0.14, 5.77)
H (0.45, -0.98, 7.93)
H (-0.52, -0.04, 10.03)
H (-1.98, 1.98, 9.87)
H (-2.41, 2.96, 7.62)
N (-5.80, 2.93, -1.23)
C (-6.24, 1.91, -1.98)
C (-7.42, 1.22, -1.73)
C (-8.18, 1.60, -0.64)
C (-7.74, 2.65, 0.16)
C (-6.55, 3.28, -0.18)
H (-5.61, 1.64, -2.82)
H (-7.72, 0.40, -2.37)
H (-9.10, 1.09, -0.40)
H (-8.31, 2.98, 1.02)
H (-6.17, 4.11, 0.40)


This record from the Open Molecules 2025 dataset describes a molecular structure, C31H33N5O2PPtS2 in a non-equilibrium geometry. The level of theory is the ωB97M-V functional and the def2-TZVPD basis.

Relative energy (zero: lowest compared OMol25 entry of this formula, charge and spin) ... 107.5 kcal/mol
Total charge ... +1

Cartesian coordinates (Å):
Pt (1.44, 0.32, 0.82)
O (2.85, -0.24, 2.12)
C (4.13, -0.33, 1.98)
C (4.92, -0.46, 3.15)
C (6.29, -0.52, 3.09)
C (6.94, -0.43, 1.85)
C (6.20, -0.35, 0.69)
C (4.80, -0.34, 0.72)
C (4.03, -0.33, -0.51)
N (2.72, -0.09, -0.67)
C (2.46, -0.17, -2.01)
C (3.60, -0.48, -2.67)
N (4.58, -0.58, -1.72)
H (4.41, -0.49, 4.10)
H (6.86, -0.61, 3.99)
H (8.01, -0.43, 1.81)
H (6.72, -0.27, -0.25)
H (1.47, 0.02, -2.39)
H (3.80, -0.64, -3.71)
H (5.53, -0.85, -1.89)
N (0.37, 0.93, 2.57)
C (0.47, 0.02, 3.72)
C (-0.22, -1.30, 3.38)
N (0.33, -1.80, 2.13)
H (0.77, 1.83, 2.81)
H (-0.62, 1.06, 2.34)
H (0.01, 0.46, 4.61)
H (1.53, -0.17, 3.92)
H (-1.29, -1.13, 3.24)
H (-0.10, -2.00, 4.22)
H (-0.27, -2.48, 1.68)
H (1.22, -2.26, 2.28)
N (0.12, 1.04, -0.40)
P (-1.42, 1.28, -0.61)
C (-2.28, -0.25, -1.15)
C (-3.52, -0.66, -0.62)
C (-4.02, -1.91, -0.98)
C (-3.35, -2.75, -1.81)
C (-2.04, -2.38, -2.42)
C (-1.62, -1.00, -2.08)
C (-1.75, 2.53, -1.89)
C (-0.69, 3.18, -2.50)
C (-0.94, 4.12, -3.48)
C (-2.24, 4.41, -3.85)
C (-3.30, 3.77, -3.23)
C (-3.06, 2.83, -2.25)
C (-2.27, 1.88, 0.90)
C (-2.29, 3.25, 1.15)
C (-2.76, 3.72, 2.36)
C (-3.18, 2.83, 3.34)
C (-3.13, 1.46, 3.11)
C (-2.67, 0.99, 1.89)
H (-4.09, -0.01, 0.01)
H (-4.98, -2.22, -0.59)
H (-3.76, -3.71, -2.07)
H (-2.11, -2.52, -3.51)
H (-0.70, -0.64, -2.52)
H (0.32, 2.94, -2.18)
H (-0.12, 4.63, -3.96)
H (-2.43, 5.14, -4.63)
H (-4.32, 4.01, -3.51)
H (-3.88, 2.32, -1.75)
H (-1.95, 3.93, 0.39)
H (-2.79, 4.79, 2.54)
H (-3.55, 3.20, 4.28)
H (-3.44, 0.76, 3.86)
H (-2.62, -0.08, 1.69)
C (-1.43, -5.55, -2.68)
O (-1.24, -4.61, -1.64)
C (-0.86, -3.35, -1.99)
S (0.59, -3.20, -3.08)
S (0.25, -2.70, -0.72)
H (-1.52, -6.52, -2.19)
H (-0.57, -5.55, -3.36)
H (-2.34, -5.34, -3.26)